120
Properties=species:S:1:pos:R:3:forces:R:3:lowdin_charge:R:1 method="wB97M-V/def2-TZVPD" de_lowest_kcal_mol=257.57 fmax_ev_per_a=4.5 orbital_gap_ev=9.72
O -1.351 -6.052 -1.533 2.1 1.4 -0.2 -0.0576
O -0.139 2.414 -3.589 3.1 0.4 -0.3 -0.0069
O -0.167 -2.502 -2.894 -0.4 -1.0 0.6 -0.0040
O -2.241 1.831 -4.960 -1.4 1.4 0.5 -0.0206
O -3.134 5.530 -2.219 0.3 0.4 1.7 -0.0261
O 4.015 0.268 1.678 1.0 1.3 -1.1 -0.0230
O 0.739 0.177 2.661 2.4 1.2 -0.3 -0.0494
O 5.819 -1.712 0.761 -1.7 0.2 -0.8 -0.0625
O -2.117 1.961 -0.109 -1.6 1.6 -0.3 -0.0865
O 3.624 3.800 0.625 1.4 -0.8 0.2 -0.0431
O -1.442 -0.058 -1.854 0.2 -1.1 -1.5 -0.0253
O 2.240 1.772 -1.725 2.9 -1.0 -2.3 -0.0091
O -3.829 -3.538 -2.282 -0.1 -2.1 -0.1 -0.0514
O 1.761 -4.740 3.238 -0.8 -1.1 0.2 -0.0499
O -0.082 -1.290 -5.626 3.0 1.1 -0.8 -0.1098
O 0.186 4.825 -1.304 0.0 -1.6 2.4 -0.0338
O 3.029 2.309 5.289 -0.7 0.3 0.1 -0.0330
O -4.220 0.299 2.105 -0.2 -0.7 -2.0 -0.1056
O 1.188 2.996 0.714 -1.1 -1.9 3.3 -0.0182
O 0.494 1.310 4.966 0.2 0.4 0.6 -0.0681
O 2.144 -1.106 5.019 -3.2 0.7 -0.9 -0.0335
O 1.747 -5.197 -2.069 2.5 3.5 -1.1 0.0144
O -0.798 -1.107 4.382 -3.1 1.5 0.6 -0.1064
O 3.011 -1.500 -5.057 0.3 2.4 -0.2 -0.0522
O -0.344 4.652 3.473 2.3 1.1 -1.0 -0.1111
O 2.782 -2.006 2.529 0.4 -1.2 0.5 -0.0490
O -3.102 -2.147 -4.469 1.9 1.1 1.1 -0.0648
O 4.819 1.429 -1.295 0.3 0.2 -0.3 -0.0657
O 2.281 -0.464 -0.340 -1.0 -0.7 0.2 -0.0545
O -4.880 -1.179 -2.966 -3.0 0.3 -0.3 -0.0961
O 2.611 5.692 -1.325 2.1 -1.2 1.5 -0.0878
O -3.288 1.982 -2.488 -0.1 2.2 2.2 -0.0024
O 2.238 -2.574 -1.906 1.5 -0.4 1.9 -0.0841
O -2.489 -1.643 1.121 0.9 1.9 -0.5 -0.0822
O -4.383 3.499 1.889 -0.7 1.0 -0.2 -0.0617
O -1.761 1.384 2.836 1.6 0.9 -2.1 -0.0807
O -4.080 -0.407 -0.643 0.0 0.8 -1.2 -0.1091
O -3.938 -2.576 3.203 -1.5 1.1 2.4 -0.0532
O 3.908 -3.642 0.155 -0.6 -1.3 1.1 -0.0171
O -1.087 -3.473 4.983 -0.7 -0.5 0.6 -0.0715
H 3.126 -2.383 -4.759 0.7 -0.9 0.7 0.0165
H 0.464 0.616 1.851 -0.5 -1.0 -0.2 0.0538
H -2.875 2.265 0.435 0.5 -0.6 1.0 0.0457
H -3.754 -3.073 -3.113 0.0 0.4 -0.1 -0.0385
H -0.818 1.254 3.069 -0.7 -0.2 0.9 -0.0019
H 3.743 -3.080 -0.572 0.8 1.2 -1.1 -0.0278
H 4.857 -3.770 0.175 0.3 0.2 0.1 0.0487
H 6.390 -1.369 1.418 1.2 0.5 1.0 0.0125
H 4.110 2.949 0.676 -0.1 0.5 -0.5 0.0646
H 2.463 -3.228 -1.178 -1.1 0.7 -1.7 0.0533
H 2.222 -3.930 3.394 0.6 1.0 -0.2 -0.0160
H 0.539 5.375 -1.966 -0.1 0.9 -1.5 0.0186
H -2.591 -0.637 1.102 0.8 -2.5 0.2 0.0230
H -4.539 0.214 -1.301 1.5 -1.7 1.6 0.0720
H 3.277 0.120 2.228 -1.3 -0.8 1.7 0.0043
H -0.961 2.781 -3.789 -1.9 0.7 -0.1 -0.0159
H 2.579 -1.361 5.804 0.7 -0.6 1.5 0.0528
H -3.613 4.962 -1.604 0.1 0.1 -0.1 0.0337
H -4.003 -3.361 3.739 0.8 -1.5 -0.4 0.0463
H -3.970 1.350 -2.489 -1.0 -1.3 -0.7 0.0160
H 0.636 3.174 -0.007 -0.3 0.9 -2.0 -0.0230
H 1.084 -4.514 2.595 0.1 0.1 -0.1 0.0308
H -0.687 4.458 -1.405 -0.4 0.6 -0.9 0.0247
H 0.164 5.060 4.220 -0.7 -0.6 -0.9 0.0479
H -3.019 -1.959 1.862 -0.3 0.1 0.1 -0.0244
H 2.126 3.087 0.689 0.5 0.9 -0.9 -0.0430
H 0.806 -1.560 -5.227 -1.5 0.3 -0.4 0.0303
H 5.212 2.052 -1.921 0.4 -0.1 0.3 0.0487
H 1.861 2.437 -2.249 -1.6 1.5 -0.2 0.0277
H 2.521 1.493 5.284 -0.1 0.3 0.4 -0.0137
H -5.621 -1.411 -3.576 1.3 0.2 -0.4 0.0882
H 3.917 1.407 -1.654 -0.5 0.0 0.1 -0.0207
H -1.421 -6.235 -0.593 -1.1 -0.8 -0.8 0.0406
H -2.767 1.975 -3.263 0.7 -0.5 -1.8 -0.0169
H 1.849 -3.130 -2.572 -0.6 -0.6 -0.1 0.0196
H 2.290 -1.307 -0.875 0.1 1.3 0.2 0.0248
H -0.573 -0.283 -1.526 0.2 -0.1 0.6 0.0473
H 0.638 2.067 4.386 -0.2 0.3 0.1 0.0437
H -0.481 -2.582 -3.779 -0.5 -0.2 -1.0 0.0015
H 1.236 0.748 4.717 -0.6 -0.3 -0.3 -0.0268
H 0.332 -0.641 -6.293 -1.4 -1.3 1.2 0.0891
H -0.562 -4.214 4.703 0.6 -0.3 -0.1 0.0125
H 3.158 -0.108 -0.223 0.6 -0.7 -0.5 -0.0011
H 1.136 -1.141 5.193 2.3 -0.1 -0.2 0.0897
H -0.583 -2.649 4.928 -0.1 -0.6 -0.4 -0.0316
H -3.314 5.168 -3.059 -0.4 -0.6 -1.6 0.0070
H 0.300 -0.547 3.102 -0.9 0.0 -0.8 0.0087
H -3.836 -2.921 -1.575 0.1 0.9 0.8 -0.0089
H -4.522 3.917 2.759 0.4 -0.4 -0.4 0.0556
H 3.573 0.881 1.078 0.6 0.3 -0.2 0.0245
H -4.985 4.023 1.323 0.4 -0.5 0.3 0.0453
H -0.229 1.714 -2.965 -0.6 -1.0 0.7 0.0065
H 3.673 -0.880 -4.632 -1.2 -1.6 -0.5 0.0918
H -1.781 0.684 -1.382 -0.1 1.0 1.1 -0.0362
H 1.933 1.457 -0.917 -1.9 -0.3 1.9 -0.0188
H 3.454 5.676 -0.793 -0.8 1.1 -1.1 0.0516
H -1.411 1.644 -5.352 1.1 -0.8 -0.5 0.0419
H -2.873 1.132 -5.063 -0.1 -0.9 -0.5 0.0652
H -1.469 -0.753 5.071 2.0 -0.5 -1.3 0.1568
H -3.894 -0.055 1.194 -1.5 1.1 2.3 0.0209
H 0.259 4.858 2.668 -1.6 -0.7 1.9 0.0724
H -4.396 -2.048 3.922 0.6 0.4 -1.8 0.0962
H 2.665 -1.551 1.704 -0.4 0.2 -0.6 -0.0079
H -5.449 -1.311 -2.184 1.0 0.0 0.5 0.0597
H 4.988 -1.205 0.962 0.9 -0.7 -0.2 0.0155
H -3.195 -0.732 -1.008 -1.6 0.8 0.2 0.0615
H 2.425 4.783 -1.015 -1.0 0.3 -0.5 0.0034
H -1.555 1.795 1.931 -1.1 -0.6 1.6 0.0587
H 2.453 -1.471 3.249 -0.2 0.3 0.2 -0.0254
H -2.476 -2.398 -5.125 0.3 -0.8 -1.9 0.0244
H -3.489 0.339 2.724 0.4 0.3 -0.3 -0.0141
H -2.364 -1.843 -3.860 -1.7 0.1 0.1 0.0627
H 4.239 4.394 1.066 -0.2 0.3 0.3 0.0830
H -1.836 -6.384 -2.283 -0.9 -0.7 1.1 0.0304
H 0.377 -1.733 -2.910 0.6 1.0 0.1 0.0126
H -1.425 -1.127 3.603 0.9 -0.4 0.6 0.0879
H 1.782 -5.388 -1.173 -0.8 -1.8 1.7 0.0264
H 3.907 1.999 5.173 1.4 -0.2 -0.2 0.0176
H -2.577 2.314 -0.920 1.1 -0.7 -0.1 0.0270
H 1.384 -5.566 -2.823 -1.6 -2.1 -0.7 0.0208

=====

120
Properties=species:S:1:pos:R:3:forces:R:3:lowdin_charge:R:1 method="wB97M-V/def2-TZVPD" de_lowest_kcal_mol=245.13 fmax_ev_per_a=5.6 orbital_gap_ev=9.93
O 5.399 -0.569 2.668 -1.6 0.8 1.1 -0.0266
O 0.697 -4.387 -1.053 -2.0 -2.0 -0.7 -0.0738
O -3.286 3.857 1.220 1.3 -0.2 1.2 -0.0292
O 3.473 -3.714 -1.267 -1.9 -0.3 2.3 -0.0809
O -1.128 5.902 0.880 0.0 0.7 -1.5 -0.0328
O -4.904 0.201 4.035 0.7 0.4 2.3 -0.0706
O 0.940 0.618 -3.845 -1.0 -1.7 -0.4 -0.0983
O -3.920 -1.280 -0.916 -0.7 0.1 0.1 -0.0353
O -1.606 -2.470 -2.340 0.1 0.3 1.9 -0.0311
O 0.259 -0.900 -0.123 0.7 1.0 -0.6 -0.0363
O -1.036 2.076 -4.714 0.8 0.7 -1.2 -0.0942
O -0.633 3.424 -0.913 0.6 0.9 0.6 -0.0482
O -3.285 -0.937 1.777 0.5 1.5 -0.7 -0.0326
O 4.966 1.638 -1.475 0.9 -0.9 0.5 -0.1065
O -3.842 -3.589 1.214 0.0 -0.6 0.0 -0.0660
O -2.596 4.228 -3.061 -0.3 3.1 -1.1 -0.0612
O -0.851 1.576 1.800 -1.4 -1.1 -0.1 -0.0737
O -6.180 0.823 -0.584 1.1 2.1 -1.0 -0.0747
O -2.486 2.003 4.365 -0.1 1.1 -0.9 -0.0866
O -1.939 1.356 -0.846 -1.4 0.7 1.8 -0.1110
O 2.031 1.454 -1.859 -1.9 -1.2 0.4 -0.1031
O 1.446 -0.081 4.065 -0.4 0.4 -3.1 -0.0778
O -2.670 -2.667 3.912 -0.7 -0.8 2.2 -0.0676
O 2.019 -2.561 1.522 1.0 2.4 -1.2 -0.0213
O 1.345 0.509 -6.349 -0.9 -0.9 -1.9 -0.0950
O 2.161 -1.962 6.235 -0.3 1.5 -0.2 -0.0636
O -4.074 3.353 -1.196 -1.8 -0.5 -0.1 -0.0667
O 3.986 5.045 -1.364 0.9 -0.3 -0.3 -0.0485
O -0.281 -1.622 -6.491 -0.6 0.3 -0.5 -0.0398
O -5.794 -1.643 1.021 -0.4 -0.4 -0.8 -0.0819
O 5.858 1.948 0.968 1.8 -1.6 -1.2 0.0047
O 0.896 -5.006 1.893 -0.7 -0.1 -0.4 -0.0383
O 4.165 1.619 4.605 0.4 0.0 0.6 -0.0520
O 1.850 -2.553 -4.173 1.3 -0.8 -1.4 -0.0830
O 2.752 -0.380 -0.359 -2.3 -1.8 -1.1 -0.0732
O 1.632 1.159 1.426 0.8 0.3 -0.5 -0.0570
O -1.216 -0.255 4.093 0.7 -0.3 0.2 -0.0588
O 4.394 -1.821 -2.995 0.2 3.3 0.5 -0.0903
O -2.087 -0.013 -3.888 -1.0 -1.9 0.0 -0.0577
O 4.046 -4.665 2.654 -2.8 -2.9 -3.9 -0.1146
H -4.125 -3.064 0.450 0.2 -0.2 0.4 0.0064
H -2.911 1.176 -0.735 1.3 0.5 -0.2 0.0480
H 4.071 0.992 3.885 -0.2 0.1 -0.3 -0.0091
H -3.467 -1.321 -1.748 0.2 -0.2 -0.8 0.0358
H -2.744 -2.887 4.881 0.6 0.1 -1.3 0.0884
H 3.125 -4.707 2.219 0.4 1.6 2.3 0.0078
H 5.269 -1.354 3.218 0.4 0.0 -0.6 0.0646
H -1.067 3.653 -1.748 0.0 0.1 -0.1 0.0362
H -1.260 0.936 2.431 0.4 0.5 -0.4 0.0364
H 0.250 -4.165 -1.886 0.4 1.2 -0.1 0.0257
H -3.609 -2.480 3.774 0.1 0.4 -0.4 0.0372
H -3.729 3.968 0.396 -1.4 0.1 0.2 -0.0346
H 2.064 -3.025 -3.352 0.0 0.1 -0.1 0.0153
H -0.202 1.788 -4.255 -0.5 -0.1 -0.2 0.0204
H -5.756 0.112 -1.065 0.1 -0.6 -0.1 -0.0078
H 2.819 -3.515 -0.511 1.4 -0.6 -1.7 0.0419
H 1.370 0.017 3.023 0.6 -0.5 2.3 0.0944
H -5.698 1.613 -0.989 -1.0 -1.3 1.0 0.0468
H -0.089 -1.651 -0.578 -0.4 -1.1 -0.3 0.0095
H -0.255 -0.161 4.155 0.6 0.3 -0.4 -0.0060
H 5.450 1.594 -0.578 -1.6 0.4 -1.4 0.0180
H -1.885 0.364 -4.749 0.0 0.4 0.3 0.0204
H 5.283 1.586 1.614 -1.0 0.4 1.2 0.0279
H -5.206 0.403 3.168 -0.2 0.8 -0.9 -0.0011
H -4.595 3.882 -1.832 1.0 -0.1 0.6 0.0850
H -0.996 -1.662 -5.845 0.2 -0.2 0.1 0.0456
H -6.501 -2.145 0.572 0.4 0.5 0.5 0.0840
H 6.092 -0.647 2.042 1.0 -0.7 -0.6 0.0238
H 0.892 1.741 1.279 -1.0 0.7 1.2 0.0073
H -1.101 6.127 1.796 0.1 -0.2 0.9 0.0339
H 4.337 4.935 -0.468 -0.8 0.2 -0.3 0.0357
H 0.203 -5.259 -1.026 1.2 0.9 0.8 0.0856
H 2.140 -3.467 1.716 -0.6 -1.0 0.8 -0.0359
H 3.701 2.434 4.412 -0.2 -0.1 -0.4 0.0289
H -1.239 -1.075 4.587 -1.2 -0.5 -0.1 0.0530
H -0.734 2.025 -5.643 -0.2 0.4 0.5 0.0582
H -0.788 5.022 0.740 -0.3 -0.2 1.0 -0.0127
H 1.350 -1.459 6.103 -1.4 -1.1 0.2 0.0066
H 1.212 -2.180 1.856 -0.5 -0.6 0.2 0.0430
H 3.463 0.155 -0.649 1.7 0.7 0.7 0.0215
H -5.126 -1.487 0.310 -0.9 -0.1 0.5 -0.0119
H -2.908 3.538 -3.625 0.0 -1.3 -0.6 0.0265
H -1.846 1.282 4.212 -0.6 0.0 0.4 -0.0294
H -3.483 -0.613 -0.383 0.5 0.0 0.6 0.0263
H 2.616 -2.825 -4.773 -1.4 0.6 1.4 0.0843
H 4.039 -5.419 1.937 2.5 0.8 1.8 0.0955
H -1.066 1.090 0.970 0.3 0.2 0.4 0.0266
H 1.992 -0.214 -6.284 -0.1 0.4 -0.3 0.0543
H 1.381 0.651 -1.930 1.8 2.3 -0.3 0.0877
H -3.305 3.838 -0.898 0.6 0.2 -1.5 0.0100
H 5.136 -1.180 -3.151 -0.3 -1.3 -0.1 0.0803
H -4.474 0.996 4.472 -0.5 -1.3 -1.4 0.0524
H 1.579 0.755 0.554 0.8 -0.8 0.2 -0.0188
H 0.223 -4.668 1.282 0.6 0.4 -0.3 0.0451
H 5.900 2.865 0.779 -0.5 1.2 0.7 0.0495
H -2.861 -1.715 2.106 0.7 -0.7 0.2 -0.0012
H 2.543 -0.852 0.454 1.7 -0.2 0.5 0.0423
H 2.598 -1.130 5.996 1.7 -0.5 0.0 0.0211
H 3.048 5.228 -1.388 -0.2 0.0 0.6 0.0268
H 1.048 -0.669 -0.689 -0.8 -0.5 0.9 0.0263
H -2.892 5.048 -3.577 1.0 -1.5 1.2 0.1101
H 0.988 0.029 -4.654 0.1 1.3 1.2 0.0493
H -2.492 2.513 3.522 0.0 -0.5 0.8 0.0331
H 3.527 -2.866 -1.682 0.7 0.7 -0.4 -0.0551
H -1.525 0.460 -3.283 0.4 0.5 0.3 0.0053
H 4.115 2.094 -1.478 0.4 0.1 0.4 -0.0021
H -1.661 -1.683 -1.755 0.3 -0.9 0.1 0.0252
H -3.911 4.040 1.916 -0.4 0.1 0.2 0.0507
H 0.618 0.100 -6.933 1.6 0.6 1.4 0.0803
H 1.822 1.774 -0.971 0.2 0.4 -0.3 0.0322
H 0.334 -5.565 2.423 0.2 -0.5 0.8 0.0586
H 1.221 0.833 4.239 0.3 0.7 0.7 0.0508
H -4.569 -3.526 1.849 0.1 0.0 -0.5 0.0361
H 3.827 -1.111 -2.562 0.2 -1.4 -0.6 0.0573
H 0.350 -2.307 -6.283 0.1 -0.4 0.5 0.0352
H -4.206 -1.083 1.962 -0.6 0.0 0.3 -0.0147
H 1.715 1.162 -3.777 0.8 0.2 -0.2 0.0470
H -1.772 2.124 -0.172 -0.5 -1.6 -2.0 0.0496
H -1.731 -2.010 -3.145 -0.1 0.7 -2.0 -0.0122
H -0.335 4.258 -0.513 0.0 -0.5 -1.0 0.0385

=====

Number 1: LUMO level -0.246 eV, E_tot -3057.34687 Eh. Number 2: LUMO level -0.342 eV, E_tot -3057.36671 Eh.